Entry 1:
{"formula": "C5H9NO", "method": "ωB97M-V/def2-TZVPD", "symbols": ["C", "O", "C", "C", "C", "C", "N", "H", "H", "H", "H", "H", "H", "H", "H", "H"], "coordinates": [[-2.696, -0.492, -0.735], [-1.513, -0.716, -0.014], [-1.055, 0.462, 0.618], [0.248, 0.191, 1.312], [3.101, -0.061, -0.738], [1.391, 0.491, 0.739], [2.436, 0.837, 0.205], [-2.973, -1.437, -1.206], [-2.552, 0.269, -1.520], [-3.520, -0.160, -0.083], [-1.806, 0.813, 1.346], [-0.923, 1.263, -0.128], [0.257, -0.334, 2.261], [2.820, -1.111, -0.590], [4.182, 0.049, -0.634], [2.825, 0.238, -1.754]], "forces_ev_per_a": [[-0.29, 0.00, -0.19], [0.06, -0.06, 0.03], [0.11, 0.28, 0.11], [0.12, -0.01, -0.06], [0.13, -0.12, -0.18], [0.37, 0.17, -0.19], [-0.70, -0.26, 0.34], [0.01, 0.15, 0.07], [-0.01, -0.11, 0.12], [0.14, -0.06, -0.07], [0.10, -0.07, -0.12], [-0.02, -0.13, 0.09], [0.01, 0.08, -0.09], [0.03, 0.20, -0.01], [-0.16, -0.02, 0.00], [0.08, -0.03, 0.14]], "smiles": "CN=C=CCOC", "charge": 0, "e_tot_ha": -325.8338}

=====

Entry 2:
{"formula": "C35H50FN8O5S4Sr", "method": "ωB97M-V/def2-TZVPD", "symbols": ["Sr", "C", "C", "S", "C", "C", "S", "C", "C", "S", "C", "C", "S", "H", "H", "H", "H", "H", "H", "H", "H", "H", "H", "H", "H", "H", "H", "H", "H", "C", "C", "C", "C", "C", "C", "N", "N", "C", "C", "C", "C", "C", "C", "H", "H", "H", "H", "H", "H", "H", "H", "H", "F", "C", "C", "N", "C", "C", "O", "O", "C", "O", "N", "C", "O", "H", "H", "H", "H", "N", "C", "C", "N", "C", "C", "H", "H", "H", "H", "H", "H", "H", "H", "H", "H", "H", "C", "C", "O", "H", "H", "H", "H", "H", "H", "N", "C", "C", "N", "C", "H", "H", "H", "H"], "coordinates": [[0.535, 0.975, -0.342], [-1.137, -0.169, 4.004], [-0.089, 0.825, 4.481], [1.331, 0.987, 3.339], [2.575, -0.147, 4.037], [2.146, -1.585, 4.270], [1.859, -2.494, 2.716], [0.541, -3.632, 3.257], [-0.218, -4.169, 2.056], [-1.022, -2.894, 1.027], [-2.428, -2.468, 2.117], [-2.897, -1.030, 1.958], [-1.703, 0.287, 2.336], [-0.713, -1.168, 3.932], [-1.996, -0.180, 4.678], [-0.517, 1.826, 4.539], [0.283, 0.553, 5.469], [3.383, -0.098, 3.303], [2.927, 0.276, 4.978], [2.926, -2.105, 4.828], [1.223, -1.627, 4.850], [0.983, -4.458, 3.817], [-0.122, -3.078, 3.921], [0.473, -4.674, 1.378], [-0.976, -4.887, 2.372], [-3.255, -3.127, 1.852], [-2.134, -2.689, 3.142], [-3.145, -0.854, 0.913], [-3.786, -0.872, 2.570], [-0.193, 6.574, 1.112], [-0.808, 5.421, 1.581], [-0.166, 4.198, 1.473], [1.108, 4.129, 0.913], [1.729, 5.288, 0.448], [1.075, 6.503, 0.545], [1.697, 2.848, 0.858], [2.945, 2.820, 0.828], [3.572, 1.565, 0.840], [4.912, 1.621, 1.253], [5.630, 0.454, 1.419], [5.004, -0.761, 1.166], [3.685, -0.786, 0.721], [2.909, 0.361, 0.512], [-0.700, 7.525, 1.199], [-1.785, 5.480, 2.044], [-0.621, 3.291, 1.860], [2.711, 5.201, 0.006], [1.551, 7.403, 0.180], [5.349, 2.587, 1.478], [6.656, 0.488, 1.762], [5.556, -1.684, 1.318], [3.223, -1.761, 0.570], [-5.744, 2.242, 0.463], [-5.174, 2.699, -0.661], [-3.921, 3.172, -0.629], [-3.281, 3.633, -1.751], [-1.864, 3.945, -1.701], [-1.029, 2.679, -1.442], [0.174, 2.706, -1.814], [-1.579, 1.724, -0.856], [-3.915, 3.644, -2.986], [-3.372, 4.001, -4.008], [-5.218, 3.190, -2.959], [-5.946, 2.655, -1.889], [-7.058, 2.212, -2.049], [-3.365, 3.193, 0.297], [-1.657, 4.658, -0.901], [-1.567, 4.379, -2.650], [-5.702, 3.236, -3.844], [3.363, -4.714, -2.026], [2.073, -4.986, -1.309], [1.022, -3.995, -1.825], [1.449, -2.628, -1.680], [2.744, -2.347, -2.251], [3.837, -3.309, -1.775], [3.200, -4.817, -3.030], [4.076, -5.388, -1.752], [2.246, -4.823, -0.246], [1.782, -6.022, -1.479], [0.091, -4.144, -1.278], [0.831, -4.198, -2.888], [1.323, -2.253, -0.752], [3.032, -1.328, -1.995], [2.670, -2.421, -3.344], [4.013, -3.197, -0.706], [4.768, -3.146, -2.315], [0.082, -0.550, -4.718], [-0.296, -0.408, -3.252], [0.746, 0.199, -2.478], [-0.750, -0.987, -5.270], [0.954, -1.197, -4.825], [0.319, 0.422, -5.153], [-0.470, -1.389, -2.823], [-1.219, 0.171, -3.165], [0.548, 1.159, -2.459], [-4.230, -0.892, -2.753], [-3.838, -2.141, -3.162], [-2.884, -2.531, -2.268], [-2.684, -1.551, -1.327], [-3.508, -0.583, -1.648], [-4.934, -0.320, -3.188], [-4.269, -2.632, -4.016], [-2.338, -3.460, -2.231], [-3.612, 0.348, -1.114]], "forces_ev_per_a": [[0.87, -2.47, 4.25], [-0.07, -0.07, -0.34], [0.36, 0.01, -0.29], [-0.02, -0.18, 0.22], [-0.29, 0.18, -0.12], [0.12, -0.17, -0.20], [-0.40, -0.12, 0.18], [0.38, 0.17, -0.01], [-0.12, 0.41, -0.13], [0.00, -0.18, 0.10], [0.16, -0.08, -0.27], [0.16, 0.21, 0.14], [-0.03, -0.04, -0.12], [0.03, 0.01, 0.11], [0.02, -0.01, 0.02], [-0.04, -0.01, 0.11], [-0.07, 0.04, 0.04], [0.06, 0.03, 0.13], [0.07, -0.02, -0.01], [-0.04, 0.05, 0.10], [0.03, -0.02, 0.07], [-0.10, -0.02, 0.06], [-0.06, -0.11, 0.04], [-0.04, -0.12, 0.03], [0.07, -0.09, -0.02], [-0.04, 0.02, 0.07], [-0.02, 0.04, 0.02], [-0.12, 0.01, 0.07], [-0.05, -0.06, -0.05], [-0.05, -0.02, 0.05], [-0.08, 0.07, 0.04], [0.22, -0.15, -0.02], [-0.18, 0.70, 0.13], [0.02, -0.29, -0.04], [-0.04, 0.02, -0.01], [0.84, -0.23, -0.14], [-0.37, 1.04, 0.31], [0.32, -0.95, -0.05], [-0.23, 0.21, 0.04], [0.07, -0.01, 0.08], [0.02, -0.07, -0.06], [0.21, 0.12, -0.12], [0.25, -0.01, 0.00], [0.02, 0.01, -0.02], [0.00, -0.01, -0.01], [-0.03, 0.01, -0.03], [0.02, 0.07, 0.00], [0.01, -0.01, -0.01], [0.03, -0.01, -0.04], [0.00, -0.01, -0.02], [-0.03, -0.01, 0.02], [0.12, 0.07, -0.05], [-0.10, -0.01, -0.07], [0.23, 0.07, 0.29], [-0.31, -0.08, 0.04], [-0.07, 0.18, -0.15], [0.21, -0.33, 0.01], [-1.27, 1.52, -0.64], [0.04, 0.69, -0.75], [-1.03, 0.17, -0.22], [0.26, -0.03, -0.01], [-0.08, -0.03, 0.06], [-0.10, -0.02, 0.06], [0.11, 0.03, -0.24], [0.01, -0.02, 0.11], [0.04, 0.00, -0.01], [0.02, 0.01, -0.01], [-0.05, 0.05, -0.01], [-0.01, -0.02, -0.05], [0.02, 0.04, 0.10], [-0.53, 0.05, 0.05], [0.27, 0.01, 0.18], [-0.06, 0.01, -0.20], [0.04, -0.11, 0.11], [-0.07, 0.54, -0.07], [0.07, -0.11, -0.03], [0.03, -0.03, -0.04], [0.15, -0.03, -0.01], [0.12, -0.02, -0.06], [-0.01, -0.05, -0.04], [-0.05, -0.03, 0.02], [0.02, 0.00, 0.24], [0.04, 0.00, -0.06], [0.01, 0.09, 0.00], [0.00, -0.14, 0.00], [0.02, -0.14, -0.01], [0.12, 0.13, 0.25], [-0.15, -0.37, -0.65], [-0.09, -0.30, -1.22], [0.00, -0.01, -0.02], [0.01, 0.01, -0.04], [-0.01, -0.02, -0.05], [-0.05, 0.03, 0.10], [0.04, 0.03, 0.13], [0.31, 0.24, -1.35], [0.05, 0.01, 0.00], [0.07, -0.11, -0.02], [-0.05, -0.01, 0.00], [-0.07, 0.15, 0.05], [-0.04, -0.05, 0.01], [-0.04, 0.03, 0.05], [0.00, 0.02, 0.00], [-0.04, -0.01, -0.03], [-0.01, 0.05, -0.08]], "charge": 1, "e_tot_ha": -3901.1127}

=====

Entry 3:
{"formula": "C5H11O2", "method": "ωB97M-V/def2-TZVPD", "symbols": ["C", "C", "H", "H", "H", "H", "H", "H", "C", "C", "C", "O", "O", "H", "H", "H", "H", "H"], "coordinates": [[-2.222, 0.179, 2.320], [-0.843, 0.378, 1.642], [-3.039, 0.316, 1.565], [-2.396, -0.676, 2.947], [-2.575, 1.057, 2.772], [-0.153, 0.594, 2.391], [-0.843, 1.397, 1.015], [-0.679, -0.283, 0.796], [1.307, 0.154, -2.103], [1.091, -1.409, -1.739], [1.509, 0.703, -0.718], [0.908, 1.683, -0.423], [2.481, 0.361, -0.079], [2.143, 0.333, -2.649], [0.535, 0.461, -2.647], [1.675, -1.913, -1.073], [1.164, -1.831, -2.678], [-0.062, -1.504, -1.338]], "forces_ev_per_a": [[-0.67, 0.58, -2.64], [-2.82, 2.87, -2.11], [0.50, -1.41, -0.16], [0.06, -0.45, 0.15], [0.41, 1.45, 1.95], [1.91, -0.54, 0.75], [-0.21, -1.97, 1.48], [0.70, -0.61, 0.73], [0.79, -4.90, 4.90], [-4.65, 3.02, -1.23], [2.01, 0.93, -2.20], [-4.88, 4.93, 1.10], [3.13, -3.18, 1.60], [2.90, 0.12, -1.51], [-3.61, 1.48, -1.70], [2.00, -0.54, 1.89], [-0.26, -1.87, -1.93], [2.69, 0.11, -1.06]], "charge": -1, "e_tot_ha": -347.5479}

=====

Entry 4:
{"formula": "C5H14NO", "method": "ωB97M-V/def2-TZVPD", "symbols": ["C", "C", "C", "C", "C", "N", "O", "H", "H", "H", "H", "H", "H", "H", "H", "H", "H", "H", "H", "H", "H"], "coordinates": [[-2.439, -0.651, -0.449], [0.842, 1.747, 0.417], [2.164, -1.283, 0.181], [-1.602, 0.294, 0.336], [0.190, 0.508, -0.229], [0.774, -0.825, 0.350], [0.156, 0.364, -1.567], [-3.622, -0.531, -0.308], [-2.339, -1.640, -0.156], [-2.448, -0.664, -1.542], [1.870, 1.841, 0.016], [0.829, 1.577, 1.510], [0.169, 2.605, -0.099], [2.245, -2.108, 0.906], [2.506, -1.267, -0.884], [2.837, -0.555, 0.562], [-1.925, 1.319, 0.361], [-1.506, 0.112, 1.444], [0.692, -0.692, 1.372], [0.075, -1.336, -0.183], [0.534, 1.186, -2.039]], "forces_ev_per_a": [[-3.54, 0.78, -0.74], [-1.65, 0.04, -2.61], [0.53, 0.33, -0.75], [3.53, 1.38, 0.91], [-3.01, -0.09, 2.38], [-0.14, 2.02, -0.25], [1.44, 2.10, -1.83], [2.52, 0.32, 0.29], [0.59, -2.11, 0.67], [0.87, 0.57, 0.06], [-0.36, 0.12, 0.43], [-0.17, 0.94, -0.58], [1.69, -1.46, 2.06], [0.40, -0.43, -1.32], [-0.76, -1.26, 0.84], [0.29, 1.09, 0.82], [-0.28, 0.48, -0.64], [-0.20, -0.53, -1.04], [-1.10, -0.80, -0.75], [0.12, -1.57, 1.06], [-0.76, -1.94, 0.99]], "smiles": "CC[C@](C)(O)[NH2+]C", "charge": 1, "e_tot_ha": -328.5662}

=====

In order of appearance, HOMO energy = -8.8761, -9.6375, -3.3360, -14.0629 eV.
In order of appearance, LUMO = 1.011, -2.820, 3.851, -3.257 eV.
In order of appearance, energy above the lowest of the compared OMol25 structures with the same formula, charge and spin = 272.46, 185.72, 267.20, 315.14 kJ/mol.